No. 1
DFT (the ωB97M-V functional and the def2-TZVPD basis) results for 11 unconnected molecules or ions with the total composition C55H69FN19S.

Geometry as XYZ:
```
145
C55H69FN19S, DFT the ωB97M-V functional and the def2-TZVPD basis
S 0.767 -1.868 -1.215
F -0.668 2.351 -1.969
N 2.275 0.786 0.366
N -0.007 -7.214 7.945
N -6.379 -2.689 -1.494
N -4.982 0.116 -3.623
N -1.305 0.401 -3.434
N -0.764 -1.149 -1.667
N 1.712 2.697 -0.801
N -0.546 -5.586 4.359
N 3.471 5.074 -1.191
N -0.477 1.126 -1.411
N 1.103 9.851 0.352
N -5.949 0.463 -9.862
N 3.659 -4.044 5.875
N -3.647 2.010 -3.298
N -3.609 0.279 -1.591
N 9.014 4.834 -1.901
N -3.317 -1.977 3.040
N 1.109 2.613 1.539
N 4.431 1.760 -4.651
C 3.833 7.575 -2.352
C -2.732 -1.766 1.867
C 1.287 1.853 0.287
C -0.338 11.185 2.326
C 1.351 -6.232 2.424
C 3.023 1.611 -6.585
C 1.891 1.614 -5.786
C 9.836 4.027 -1.235
C 7.766 4.936 -1.453
C 4.265 1.687 -5.970
C -5.514 -0.797 -7.874
C 1.418 9.731 1.640
C 1.086 -7.098 3.473
C 1.233 -7.685 8.058
C -1.002 -8.002 8.346
C -5.825 -3.741 -0.891
C 4.236 -3.552 6.969
C -5.626 1.578 -7.767
C 0.650 -5.038 2.360
C 2.205 -3.612 8.217
C 9.458 3.300 -0.116
C 3.045 7.435 -1.221
C 7.287 4.254 -0.345
C 8.155 3.417 0.339
C -0.676 11.321 0.989
C -2.525 -2.757 0.920
C -6.179 -5.054 -1.164
C 3.337 1.757 -3.894
C 0.131 -6.730 4.412
C -0.110 1.238 -0.007
C 4.226 5.226 -2.280
C -5.769 -0.695 -9.234
C -7.338 -2.935 -2.388
C 0.073 10.636 0.045
C 0.486 -9.752 8.977
C -2.632 -0.124 -3.780
C -0.809 -9.273 8.867
C 0.733 10.372 2.660
C -5.878 1.572 -9.132
C 2.356 -4.312 5.948
C 2.898 6.166 -0.682
C -3.563 -4.280 2.426
C 3.559 -3.320 8.158
C 4.437 6.451 -2.893
C 1.532 -8.942 8.564
C -7.767 -4.210 -2.726
C -5.440 0.366 -7.122
C 2.052 1.687 -4.411
C -2.953 -4.045 1.206
C -3.721 -3.217 3.306
C -0.283 -4.763 3.348
C -3.749 0.596 -3.026
C -0.821 0.112 -2.163
C 1.586 -4.115 7.084
C -7.169 -5.293 -2.104
H 4.684 4.327 -2.677
H -5.069 -3.521 -0.149
H 5.297 -3.338 6.891
H -0.093 -7.372 5.256
H -7.790 -2.068 -2.856
H -2.783 0.037 -4.843
H -5.578 2.513 -7.226
H -2.723 -1.202 -3.591
H 2.095 -6.480 1.678
H -0.896 11.706 3.093
H -2.001 -7.594 8.245
H -3.897 -5.269 2.705
H 2.025 -7.020 7.727
H -7.476 -6.304 -2.339
H 1.905 -4.722 5.052
H -5.380 -1.770 -7.419
H 0.232 -2.646 -0.263
H 2.266 9.091 1.865
H -2.806 -4.854 0.500
H 3.204 1.194 0.397
H -2.050 -2.505 -0.018
H -0.606 0.146 -4.124
H -2.766 2.396 -2.985
H 5.172 1.692 -6.564
H -3.690 1.114 -1.027
H -4.182 -3.369 4.274
H 1.081 3.485 -0.901
H 4.086 -2.926 9.016
H 5.062 6.516 -3.773
H -2.416 -0.745 1.672
H -8.551 -4.344 -3.457
H 10.172 2.660 0.385
H 7.824 2.869 1.212
H -0.161 10.722 -1.010
H -6.030 2.503 -9.667
H 2.559 -9.272 8.633
H -0.885 1.862 0.437
H 2.551 8.285 -0.765
H -1.656 -9.869 9.179
H 2.950 1.561 -7.662
H -0.189 0.241 0.415
H -0.846 -3.835 3.338
H 1.613 -8.036 3.571
H 2.603 3.140 -0.570
H 0.904 1.573 -6.231
H -4.397 2.517 -2.840
H -5.695 -5.868 -0.642
H 0.536 -4.374 7.077
H 0.827 -4.327 1.563
H 2.290 6.013 0.205
H -5.040 -0.893 -3.511
H 1.037 10.238 3.689
H 10.849 3.961 -1.617
H -1.500 11.948 0.680
H 1.644 -3.456 9.129
H -5.241 0.330 -6.057
H 7.116 5.601 -2.009
H -5.834 -1.585 -9.851
H 3.485 1.822 -2.824
H 0.363 2.245 2.120
H 1.951 2.552 2.100
H -1.264 -1.771 -2.291
H -5.767 0.484 -3.093
H 2.158 0.267 1.231
H -4.303 -0.389 -1.272
H 3.976 8.548 -2.803
H 0.678 -10.738 9.380
H 1.204 1.720 -3.740
H 6.259 4.384 -0.030
```

The HOMO-LUMO gap comes out at 7.5 eV. Its net charge is +1. The spin multiplicity is 1. As for the energy relative to the best compared isomer or geometry (same formula, charge and spin): 0.00 kJ/mol. As for the HOMO energy: -10.85 eV.

No. 2
DFT (the ωB97M-V functional and the def2-TZVPD basis) results for 5 unconnected molecules or ions with the total composition C5H21NO5S at a distorted geometry.

Geometry as XYZ:
```
33
C5H21NO5S, DFT the ωB97M-V functional and the def2-TZVPD basis
S -1.712 2.482 0.677
O 0.372 -2.916 2.188
O 1.030 1.389 2.714
O 2.758 1.392 -0.563
O 1.489 1.823 -3.480
O -0.655 -0.090 -3.039
N -1.313 -1.502 0.126
C -1.820 0.696 1.025
C 1.077 -2.230 -0.106
C -0.398 -2.379 -0.548
C -1.265 -0.083 -0.181
C 1.226 -2.106 1.417
H 1.606 -1.385 -0.550
H 2.238 -2.401 1.689
H -0.110 0.633 -3.412
H -0.629 -3.411 -0.268
H 3.229 1.638 0.250
H -2.270 -1.820 0.105
H -0.275 0.246 -0.485
H 1.733 0.781 2.973
H 0.755 0.996 1.874
H -2.891 0.518 1.097
H 1.144 -1.050 1.705
H -1.477 0.319 1.990
H 1.826 1.468 -0.325
H 1.727 1.406 -2.637
H 0.774 2.397 -3.165
H -0.628 2.811 1.393
H -0.715 -0.597 -3.862
H -0.515 -2.783 1.814
H 1.490 -3.201 -0.383
H -0.388 -2.477 -1.645
H -1.912 0.246 -0.982
```

The HOMO-LUMO gap comes out at 9.3 eV. Its net charge is 0. As for the SMILES: OCCCNCCS.O.O.O.O. The spin multiplicity is 1. As for the energy relative to the best compared isomer or geometry (same formula, charge and spin): 67.85 kJ/mol. As for the HOMO energy: -9.09 eV.